The following is a DFT calculation (ωB97M-V/def2-TZVPD) of a 11-piece molecular cluster, C41H110N16O17 overall in a non-equilibrium geometry.

Its spin multiplicity is 1. The calculation puts the energy above the lowest of the compared OMol25 structures with the same formula, charge and spin at 416.2 kJ/mol. The value obtained for the HOMO-LUMO gap is 8.9 eV. As for the SMILES: COCCNCCOC.COCCNCCOC.COCCNCCOC.COCCNCCOC.COCCNCCOC.COCCNCCOC.NC(N)=O.NC(N)=O.NC(N)=O.NC(N)=O.NC(N)=O. The value obtained for the maximum force is 7.39 eV/A.

Each atom is followed by the atoms it is bonded to, with distances in Å.
Cartesian coordinates (Å):
1 C -1.5898 -3.5094 -1.8071  O2 1.445, H10 1.090, H11 1.090, H12 1.090
2 O -1.1318 -4.8035 -1.3555  C1 1.445, C3 1.438
3 C -1.3762 -5.0824 0.0337  O2 1.438, C4 1.504, H13 1.090, H14 1.090
4 C -0.5295 -6.1903 0.5964  C3 1.504, N5 1.455, H15 1.090, H16 1.090
5 N 0.8706 -5.8042 0.6780  C4 1.455, C6 1.459, H17 1.010
6 C 1.6496 -6.9388 1.1629  N5 1.459, C7 1.524, H18 1.090, H19 1.090
7 C 1.3869 -7.2610 2.6288  C6 1.524, O8 1.397, H20 1.090, H21 1.090
8 O 0.5292 -8.3454 2.8319  C7 1.397, C9 1.383
9 C 0.4159 -8.7494 4.1499  O8 1.383, H22 1.090, H23 1.090, H24 1.090
10 H -1.0789 -3.2348 -2.7299  C1 1.090
11 H -1.3783 -2.7343 -1.0705  C1 1.090
12 H -2.6566 -3.5519 -2.0268  C1 1.090
13 H -2.4185 -5.3896 0.1185  C3 1.090
14 H -1.1663 -4.2083 0.6502  C3 1.090
15 H -0.5029 -7.0304 -0.0976  C4 1.090
16 H -0.7664 -6.4604 1.6254  C4 1.090
17 H 1.2051 -5.5808 -0.2485  N5 1.010
18 H 2.7094 -6.6851 1.1398  C6 1.090
19 H 1.5506 -7.8170 0.5248  C6 1.090
20 H 0.9964 -6.3822 3.1420  C7 1.090
21 H 2.3704 -7.4649 3.0522  C7 1.090
22 H 0.0412 -7.9312 4.7649  C9 1.090
23 H 1.4070 -9.1124 4.4223  C9 1.090
24 H -0.2230 -9.6325 4.1442  C9 1.090
25 C -4.2326 -0.8228 1.1512  O26 1.426, H34 1.090, H35 1.090, H36 1.090
26 O -3.3470 0.1212 1.7491  C25 1.426, C27 1.360
27 C -3.9606 0.9501 2.6360  O26 1.360, C28 1.529, H37 1.090, H38 1.090
28 C -2.9751 2.0910 2.8890  C27 1.529, N29 1.486, H39 1.090, H40 1.090
29 N -1.6034 1.6831 3.2907  C28 1.486, C30 1.447, H41 1.010
30 C -1.6299 1.1488 4.6356  N29 1.447, C31 1.550, H42 1.090, H43 1.090
31 C -0.2915 0.4841 5.0466  C30 1.550, O32 1.442, H44 1.090, H45 1.090
32 O 0.6673 1.4768 5.4644  C31 1.442, C33 1.440
33 C 1.8765 0.9076 6.0002  O32 1.440, H46 1.090, H47 1.090, H48 1.090
34 H -3.7843 -1.4099 0.3498  C25 1.090
35 H -5.1568 -0.3283 0.8522  C25 1.090
36 H -4.4523 -1.4793 1.9932  C25 1.090
37 H -4.2660 0.4416 3.5505  C27 1.090
38 H -4.8454 1.4112 2.1972  C27 1.090
39 H -3.3747 2.6958 3.7030  C28 1.090
40 H -3.0537 2.7122 1.9968  C28 1.090
41 H -1.3024 0.9780 2.6332  N29 1.010
42 H -2.5254 0.5304 4.6965  C30 1.090
43 H -1.7563 2.0427 5.2464  C30 1.090
44 H 0.0561 -0.2196 4.2902  C31 1.090
45 H -0.5323 -0.0996 5.9351  C31 1.090
46 H 1.7804 0.4616 6.9901  C33 1.090
47 H 2.6159 1.7051 6.0741  C33 1.090
48 H 2.3636 0.1705 5.3618  C33 1.090
49 C 5.6117 6.8527 0.2283  O50 1.468, H58 1.090, H59 1.090, H60 1.090
50 O 5.8803 5.5288 -0.3462  C49 1.468, C51 1.478
51 C 4.7141 4.6511 -0.5794  O50 1.478, C52 1.570, H61 1.090, H62 1.090
52 C 3.6300 4.4153 0.5317  C51 1.570, N53 1.470, H63 1.090, H64 1.090
53 N 2.4753 3.6653 0.0177  C52 1.470, C54 1.447, H65 1.010
54 C 1.8732 2.8061 1.0149  N53 1.447, C55 1.554, H66 1.090, H67 1.090
55 C 2.5634 1.4506 1.3317  C54 1.554, O56 1.359, H68 1.090, H69 1.090
56 O 3.6435 1.6869 2.1213  C55 1.359, C57 1.416
57 C 4.3405 0.5758 2.6550  O56 1.416, H70 1.090, H71 1.090, H72 1.090
58 H 5.1350 6.7750 1.2054  C49 1.090
59 H 4.9135 7.4626 -0.3450  C49 1.090
60 H 6.5408 7.3908 0.4158  C49 1.090
61 H 5.0620 3.6815 -0.9355  C51 1.090
62 H 4.1834 5.1043 -1.4167  C51 1.090
63 H 3.2338 5.3956 0.7965  C52 1.090
64 H 4.1956 4.0183 1.3747  C52 1.090
65 H 2.7662 3.1293 -0.7874  N53 1.010
66 H 0.8620 2.4473 0.8229  C54 1.090
67 H 1.7525 3.2818 1.9881  C54 1.090
68 H 2.9014 0.9488 0.4250  C55 1.090
69 H 1.8939 0.8099 1.9056  C55 1.090
70 H 5.0287 0.2076 1.8942  C57 1.090
71 H 3.6420 -0.2239 2.9014  C57 1.090
72 H 4.8841 0.8151 3.5690  C57 1.090
73 C -7.6772 6.6083 2.3623  O74 1.473, H82 1.090, H83 1.090, H84 1.090
74 O -7.3277 5.6541 1.2964  C73 1.473, C75 1.397
75 C -6.1316 4.9366 1.3810  O74 1.397, C76 1.511, H85 1.090, H86 1.090
76 C -6.0914 4.0125 0.1867  C75 1.511, N77 1.496, H87 1.090, H88 1.090
77 N -4.7891 3.3157 -0.0485  C76 1.496, C78 1.463, H89 1.010
78 C -4.7899 2.3007 -1.1025  N77 1.463, C79 1.525, H90 1.090, H91 1.090
79 C -4.9655 2.8943 -2.4967  C78 1.525, O80 1.492, H92 1.090, H93 1.090
80 O -3.7399 3.6497 -2.8892  C79 1.492, C81 1.412
81 C -3.7374 3.9129 -4.2763  O80 1.412, H94 1.090, H95 1.090, H96 1.090
82 H -6.7918 7.1872 2.6247  C73 1.090
83 H -8.1308 6.0586 3.1871  C73 1.090
84 H -8.3967 7.3488 2.0129  C73 1.090
85 H -6.0290 4.3774 2.3110  C75 1.090
86 H -5.3102 5.6493 1.3072  C75 1.090
87 H -6.3976 4.4622 -0.7578  C76 1.090
88 H -6.8132 3.2507 0.4815  C76 1.090
89 H -4.1073 4.0157 -0.3038  N77 1.010
90 H -5.5406 1.5369 -0.8995  C78 1.090
91 H -3.8613 1.7299 -1.1123  C78 1.090
92 H -5.8090 3.5846 -2.4998  C79 1.090
93 H -5.1971 2.1254 -3.2337  C79 1.090
94 H -2.9891 4.6497 -4.5681  C81 1.090
95 H -4.7438 4.2430 -4.5336  C81 1.090
96 H -3.4352 2.9526 -4.6942  C81 1.090
97 C 4.6907 -7.0106 4.5264  O98 1.415, H106 1.090, H107 1.090, H108 1.090
98 O 3.8087 -6.0434 5.0647  C97 1.415, C99 1.362
99 C 2.9025 -6.5763 5.9306  O98 1.362, C100 1.535, H109 1.090, H110 1.090
100 C 2.2308 -5.3540 6.5720  C99 1.535, N101 1.452, H111 1.090, H112 1.090
101 N 1.1649 -4.8718 5.7112  C100 1.452, C102 1.483, H113 1.010
102 C 0.5805 -3.5775 6.1397  N101 1.483, C103 1.556, H114 1.090, H115 1.090
103 C -0.7213 -3.2453 5.3540  C102 1.556, O104 1.468, H116 1.090, H117 1.090
104 O -0.4434 -2.9525 3.9425  C103 1.468, C105 1.411
105 C -1.5569 -2.5980 3.1516  O104 1.411, H118 1.090, H119 1.090, H120 1.090
106 H 5.3763 -7.3869 5.2857  C97 1.090
107 H 5.1433 -6.5650 3.6406  C97 1.090
108 H 4.1931 -7.8932 4.1246  C97 1.090
109 H 3.4396 -7.1411 6.6926  C99 1.090
110 H 2.1210 -7.1874 5.4791  C99 1.090
111 H 2.9298 -4.5507 6.8045  C100 1.090
112 H 1.8039 -5.6702 7.5238  C100 1.090
113 H 1.6049 -4.7061 4.8173  N101 1.010
114 H 1.2710 -2.7804 5.8641  C102 1.090
115 H 0.4200 -3.5020 7.2152  C102 1.090
116 H -1.3105 -2.4355 5.7842  C103 1.090
117 H -1.3338 -4.1453 5.4086  C103 1.090
118 H -1.3418 -2.3429 2.1139  C105 1.090
119 H -1.9851 -1.8202 3.7838  C105 1.090
120 H -2.2216 -3.4616 3.1692  C105 1.090
121 C -0.2139 1.7414 -5.3776  O122 1.451, H130 1.090, H131 1.090, H132 1.090
122 O -0.5770 0.3397 -5.2840  C121 1.451, C123 1.404
123 C 0.4053 -0.5433 -4.8085  O122 1.404, C124 1.593, H133 1.090, H134 1.090
124 C 1.7010 -0.7080 -5.7197  C123 1.593, N125 1.457, H135 1.090, H136 1.090
125 N 1.4488 -1.1511 -7.0850  C124 1.457, C126 1.488, H137 1.010
126 C 2.6567 -0.8863 -7.9129  N125 1.488, C127 1.519, H138 1.090, H139 1.090
127 C 2.7077 0.5886 -8.2717  C126 1.519, O128 1.444, H140 1.090, H141 1.090
128 O 1.4607 0.9891 -8.8786  C127 1.444, C129 1.469
129 C 1.4764 2.4454 -9.0677  O128 1.469, H142 1.090, H143 1.090, H144 1.090
130 H 0.2180 2.1625 -4.4697  C121 1.090
131 H -1.1208 2.3054 -5.5954  C121 1.090
132 H 0.4113 2.0170 -6.2269  C121 1.090
133 H 0.0282 -1.5653 -4.8482  C123 1.090
134 H 0.6605 -0.4405 -3.7539  C123 1.090
135 H 2.3810 -1.3947 -5.2156  C124 1.090
136 H 2.2343 0.2387 -5.6336  C124 1.090
137 H 0.7166 -0.5779 -7.4794  N125 1.010
138 H 2.5841 -1.3771 -8.8835  C126 1.090
139 H 3.5185 -1.2712 -7.3677  C126 1.090
140 H 3.4469 0.5768 -9.0726  C127 1.090
141 H 3.0014 1.1882 -7.4101  C127 1.090
142 H 1.7449 3.0490 -8.2007  C129 1.090
143 H 0.4558 2.6721 -9.3759  C129 1.090
144 H 2.2063 2.7183 -9.8299  C129 1.090
145 C -0.6376 4.3994 -1.2640  O146 1.206, N147 1.282, N148 1.300
146 O -0.3286 3.3544 -1.7814  C145 1.206
147 N 0.1016 5.0451 -0.4386  C145 1.282, H149 1.010, H150 1.010
148 N -1.7985 4.9686 -1.3956  C145 1.300, H151 1.010, H152 1.010
149 H 0.9178 4.5956 -0.0487  N147 1.010
150 H -0.2175 5.9504 -0.1245  N147 1.010
151 H -1.9736 5.7289 -0.7542  N148 1.010
152 H -2.5185 4.4879 -1.9158  N148 1.010
153 C 3.2266 -0.9765 -1.3787  O154 1.208, N155 1.291, N156 1.302
154 O 2.8082 -0.3859 -2.3463  C153 1.208
155 N 2.5751 -1.5476 -0.4219  C153 1.291, H157 1.010, H158 1.010
156 N 4.4739 -1.3360 -1.2767  C153 1.302, H159 1.010, H160 1.010
157 H 3.0126 -2.0318 0.3489  N155 1.010
158 H 1.5842 -1.3684 -0.3439  N155 1.010
159 H 4.7567 -1.9602 -0.5347  N156 1.010
160 H 5.2034 -1.0362 -1.9076  N156 1.010
161 C -3.4606 -0.4033 -3.3462  O162 1.257, N163 1.318, N164 1.337
162 O -4.3676 -0.6315 -2.5059  C161 1.257
163 N -2.2957 0.0688 -2.9501  C161 1.318, H165 1.010, H166 1.010
164 N -3.5591 -0.6037 -4.6642  C161 1.337, H167 1.010, H168 1.010
165 H -2.1882 0.2310 -1.9591  N163 1.010
166 H -1.7078 0.3442 -3.7238  N163 1.010
167 H -4.5178 -0.6519 -4.9784  N164 1.010
168 H -2.7734 -0.2970 -5.2198  N164 1.010
169 C 3.3654 2.7583 -3.7958  O170 1.208, N171 1.304, N172 1.267
170 O 3.5102 3.8280 -4.3379  C169 1.208
171 N 2.4729 2.4747 -2.8880  C169 1.304, H173 1.010, H174 1.010
172 N 4.1399 1.8216 -4.1533  C169 1.267, H175 1.010, H176 1.010
173 H 1.7252 3.1050 -2.6354  N171 1.010
174 H 2.3224 1.5092 -2.6326  N171 1.010
175 H 4.7942 1.9257 -4.9156  N172 1.010
176 H 3.9491 0.8689 -3.8776  N172 1.010
177 C -0.3755 0.1856 -0.2259  O178 1.209, N179 1.313, N180 1.327
178 O 0.0480 -0.8345 0.2665  C177 1.209
179 N 0.1341 0.7466 -1.2979  C177 1.313, H181 1.010, H182 1.010
180 N -1.4187 0.9034 0.1707  C177 1.327, H183 1.010, H184 1.010
181 H -0.0731 1.7281 -1.4157  N179 1.010
182 H 0.7888 0.2599 -1.8933  N179 1.010
183 H -2.1135 0.5325 0.8030  N180 1.010
184 H -1.4124 1.8586 -0.1576  N180 1.010